# 1
The following is a quantum chemistry calculation of a cluster of 7 separate species, H16NO6 in total in a non-equilibrium geometry, from the Open Molecules 2025 dataset.

XYZ file:
```
23
Properties=species:S:1:pos:R:3:lowdin_charge:R:1
O -2.89 -1.95 0.62 -0.071
O 1.48 -2.80 -0.70 -0.096
O 1.30 3.02 -1.29 0.025
O -1.82 0.07 2.92 -0.086
O 2.94 0.18 1.13 0.003
O -0.89 1.36 -2.87 -0.036
N 0.17 0.23 -0.24 0.408
H 2.92 0.94 1.62 -0.003
H 0.89 -0.24 0.07 0.031
H 2.98 -0.53 1.77 0.057
H 1.59 -3.50 0.08 0.116
H 0.01 0.10 -1.08 0.004
H 0.87 -3.41 -1.11 0.019
H 0.14 1.23 0.03 0.165
H -1.47 0.79 3.56 0.094
H -2.79 -2.84 0.95 0.020
H -1.06 -0.50 2.87 0.006
H 1.07 2.60 -2.04 -0.043
H 1.37 3.92 -1.47 0.022
H -0.45 -0.30 0.45 0.179
H -1.76 1.79 -2.71 0.076
H -0.90 1.67 -3.76 0.040
H -3.68 -1.85 1.21 0.071
```

total charge: +1



# 2
The following is a quantum chemistry calculation of an isolated molecule of C2H5NSi in a non-equilibrium geometry, from the Open Molecules 2025 dataset.

XYZ file:
```
9
Properties=species:S:1:pos:R:3:lowdin_charge:R:1
Si -0.33 -0.41 0.04 0.667
N -3.41 -0.03 -0.05 0.035
C -2.27 -0.03 0.02 -0.378
C 1.40 0.56 -0.06 -0.248
H -0.28 -1.31 -1.11 -0.054
H 1.35 1.46 0.56 0.009
H 2.18 -0.07 0.32 0.015
H -0.28 -1.06 1.36 -0.054
H 1.63 0.88 -1.07 0.008
```

SMILES string: C[SiH2]C#N



# 3
The following is a quantum chemistry calculation of a cluster of 2 separate species, C3H10NO2 in total in a non-equilibrium geometry, from the Open Molecules 2025 dataset.

XYZ file:
```
16
Properties=species:S:1:pos:R:3:lowdin_charge:R:1
O -0.27 -1.20 2.78 -0.137
O 1.01 -0.16 -1.95 -0.346
N -0.47 -0.36 0.12 -0.183
C 0.50 0.75 0.21 -0.244
C -1.74 0.15 -0.38 -0.164
C 1.22 0.91 -1.17 -0.514
H -1.61 0.97 -1.10 0.075
H 1.24 0.48 0.97 0.083
H -2.31 0.62 0.44 0.067
H 0.93 1.89 -1.65 0.069
H 0.56 -1.68 2.88 0.015
H -2.32 -0.63 -0.86 0.066
H -0.37 -1.06 1.81 -0.017
H -0.03 -0.80 -0.73 0.071
H 2.29 1.10 -0.93 0.067
H 0.05 1.68 0.56 0.092
```

total charge: -1



# 4
The following is a quantum chemistry calculation of a cluster of 2 separate species, Cl2H2OSi in total, from the Open Molecules 2025 dataset.

XYZ file:
```
6
Properties=species:S:1:pos:R:3:lowdin_charge:R:1
Cl -1.03 0.08 2.67 0.265
Cl -1.21 -0.04 -2.09 0.352
Si 0.48 0.09 -1.06 0.150
O 0.82 -0.84 0.08 -0.433
H 1.18 1.27 -1.49 -0.046
H -0.24 -0.56 1.89 -0.288
```

SMILES string: O=[SiH]Cl.Cl



# 5
The following is a quantum chemistry calculation of a structure of composition C3H3N3O in a non-equilibrium geometry, from the Open Molecules 2025 dataset.

XYZ file:
```
10
Properties=species:S:1:pos:R:3:lowdin_charge:R:1
O 0.21 -0.98 -0.38 -0.081
N -2.62 -0.85 0.70 0.030
N 0.48 1.32 -1.61 0.199
N -2.71 -0.79 -0.40 0.031
C 0.73 -0.72 0.81 -0.208
C 0.65 0.67 -0.59 -0.260
C 1.15 0.56 0.76 -0.021
H -0.20 0.99 -2.29 0.089
H 1.61 1.25 1.44 0.094
H 0.72 -1.45 1.61 0.126
```



How do the records compare in highest occupied orbital energy? In the order shown, they have -0.542 -0.421 -0.106 -0.414 -0.336 hartree.
How do the records compare in relative energy (zero: lowest compared OMol25 entry of this formula, charge and spin)? In the order shown, they have 4.141 0.000 0.841 2.462 1.869 eV.